A molecular structure, C17H32IN2O5P2Pm. Source: OMol25; level of theory: ωB97M-V with the def2-TZVPD basis set.

Cartesian coordinates (Å):
O (0.9443, 2.4202, -5.8415)
O (2.0570, -1.2151, -1.8668)
H (1.3070, 2.3868, 2.0907)
C (-0.7443, 4.2772, -6.3758)
C (0.8973, -0.8893, 4.1903)
H (1.7254, -3.6613, 4.1104)
N (-0.5041, -0.1960, 1.0288)
C (1.1840, -0.5326, -1.5459)
H (3.9211, 2.3141, 0.7344)
C (0.0999, 3.2225, -5.9040)
Pm (-0.7781, 1.0539, -1.0844)
H (2.6889, 4.5207, -0.6455)
C (-1.5291, -0.9485, 3.5400)
H (-0.6676, 5.1145, -5.6512)
H (0.1925, 3.4743, 1.2274)
H (-3.0222, 0.3913, 2.9614)
H (-1.2917, -1.1895, -4.8523)
I (-1.4523, 2.9914, -3.1046)
C (-1.6654, 0.3212, 1.4525)
H (1.1596, -2.4419, 5.6973)
C (0.8153, -1.4071, 5.6177)
O (-2.1313, -1.2807, 4.5623)
H (3.8607, 1.3201, -0.7593)
C (-0.1367, -1.4841, 3.1924)
H (-3.7438, -0.9122, -1.3025)
N (-2.1270, -0.0144, 2.6886)
H (1.9085, 3.9573, 1.4432)
H (-0.4259, 4.6099, -7.3916)
C (-0.1987, -3.0345, 3.2826)
H (1.9042, -1.0691, 3.7850)
H (-2.4587, 0.0440, -4.3014)
H (-0.2067, -1.3548, 6.0013)
H (1.4515, -0.8065, 6.2746)
C (-3.2051, -1.7929, -1.6803)
H (-2.9734, -1.6752, -4.4594)
H (1.7186, -3.3077, 2.3664)
H (-0.8726, -3.3632, 2.4777)
P (-1.6148, -1.3116, -2.4643)
C (0.2829, -1.0449, 1.7647)
H (-3.8064, -2.3094, -2.4407)
H (-0.6950, -3.3022, 4.2224)
C (-2.1477, -1.0029, -4.1944)
H (0.7330, 0.1982, 4.1662)
C (1.1410, -3.7366, 3.1890)
O (-2.2952, 1.1128, 0.6704)
H (-1.7821, 3.8845, -6.4015)
H (3.1432, 0.6890, 0.7501)
H (-3.0050, -2.4617, -0.8333)
C (2.2235, 3.7650, -1.2940)
C (-0.8177, -2.9401, -2.6266)
O (1.3345, -1.4056, 1.2271)
H (-1.4951, -3.6944, -3.0578)
P (1.7051, 2.3026, -0.3155)
C (3.3158, 1.5979, 0.1547)
H (0.9803, -4.8013, 3.0032)
H (1.3453, 4.1877, -1.8008)
C (1.2291, 3.1118, 1.2706)
H (2.9444, 3.4290, -2.0495)
H (0.0693, -2.8383, -3.2675)
H (-0.4897, -3.2723, -1.6308)

The value obtained for the HOMO energy (spin up / spin down) is -0.5376 / -0.5377 Ha. Its spin multiplicity is 5. The frontier orbital gap (spin up / spin down) comes out at 7.015 / 7.026 eV. The charge is +2.

---

20 unconnected molecules or ions with the total composition C72H152O20S4. Source: OMol25; level of theory: ωB97M-V with the def2-TZVPD basis set.

Cartesian coordinates (Å):
H (-25.4627, -3.2903, 7.2524)
H (-25.2930, -8.1904, -3.1451)
H (-29.6245, -17.2806, 1.2008)
H (-24.4631, -8.8707, 0.5628)
H (-25.0247, -6.7985, 9.2799)
H (-31.9162, -10.6066, 4.1447)
C (-24.2206, -9.7696, -0.0578)
H (-23.1969, -8.3242, 2.4852)
H (-33.8555, -9.4997, 1.7870)
S (-25.6475, -2.7549, 3.3134)
C (-28.0100, -2.1905, -0.6010)
H (-25.4922, -4.9271, -0.8225)
H (-31.6058, -7.5078, -2.2154)
C (-29.2952, -12.9451, -1.0346)
H (-23.6241, -16.0180, -2.5939)
H (-31.7703, -6.7048, 7.4859)
H (-27.7802, -11.4845, -0.4703)
H (-26.4233, -4.4569, 9.7146)
H (-26.6575, -6.8181, 8.5400)
H (-27.4679, -14.0247, 4.1834)
C (-31.0303, -6.1149, 0.8808)
H (-25.8744, -5.1079, 3.9180)
O (-20.8776, -9.2753, 4.7025)
O (-28.3262, -4.7181, -1.0275)
H (-24.0836, -6.0723, 7.1215)
H (-30.8384, -15.8945, 4.6809)
O (-27.4393, -14.4262, -0.9055)
C (-24.7326, -13.9549, 5.2352)
C (-29.9924, -16.5705, 4.4357)
C (-27.3203, -9.7932, 6.3779)
C (-21.5284, -8.6724, 5.8340)
C (-25.8035, -3.8557, -0.7547)
C (-30.2599, -6.2650, 6.1116)
H (-31.3058, -10.8208, 2.4910)
C (-29.3130, -16.1787, 3.0382)
H (-26.6258, -6.7137, 0.9996)
C (-28.7839, -14.3655, -1.3037)
H (-24.4933, -9.4752, -1.0517)
C (-25.7289, -4.7517, 8.8619)
H (-30.3924, 0.1694, 3.1314)
H (-32.0135, -6.5626, 4.8726)
H (-32.6723, -3.7046, 0.1742)
H (-29.0702, -1.5580, 4.0305)
H (-27.9039, -10.7253, -6.3649)
C (-27.6171, -7.2054, 1.1670)
C (-21.1875, -10.6783, 4.7963)
H (-24.0682, -15.0460, 3.2827)
C (-29.7020, -7.8677, -3.2228)
H (-23.3701, -10.8742, 4.5169)
H (-24.4133, -15.1157, 1.1601)
C (-31.1878, -8.5028, 6.3775)
H (-27.1844, -12.4642, 3.4505)
O (-24.9698, -10.8864, 0.3340)
H (-29.0456, -8.6757, 3.2416)
H (-30.2446, -7.4741, 8.0617)
C (-29.9314, -3.1058, 2.8347)
O (-28.0711, -6.9749, 2.4927)
H (-26.1812, -13.2108, 0.1134)
H (-22.9159, -7.1343, -0.0742)
C (-31.8411, -12.7319, 3.3121)
H (-36.2067, -10.3845, 3.0917)
H (-22.8720, -11.4832, 6.0499)
H (-23.0886, -14.3136, -1.4621)
H (-25.9244, -3.4316, -1.7295)
O (-33.6126, -6.2018, 1.3219)
O (-22.5061, -8.7649, -2.9019)
O (-30.4907, -18.2105, 2.7702)
C (-29.8806, -11.5570, 4.0355)
H (-23.7397, -13.5746, 5.1242)
H (-36.0702, -9.9761, 5.2715)
C (-24.3071, -11.4733, 1.4216)
C (-25.7212, -6.2849, 8.5839)
H (-25.4600, -11.8611, 4.9389)
H (-22.0349, -9.3339, 0.0814)
O (-26.0001, -11.7501, -4.2049)
H (-27.6203, -1.4408, 0.0777)
C (-24.2888, -16.9985, -0.7614)
C (-27.1560, -10.5221, 8.7022)
H (-28.6604, -12.3653, -6.5727)
H (-28.3688, -1.6572, 2.3753)
C (-27.6431, -13.7916, -4.5654)
H (-28.6925, -14.0102, -4.7038)
H (-24.6558, -12.4997, 1.5402)
O (-30.8705, -8.2181, 5.0675)
C (-22.8899, -6.2930, 0.5974)
H (-32.4400, -1.2031, 1.8836)
H (-25.7573, -4.8604, 2.1939)
C (-28.0523, -8.2015, 3.2456)
H (-34.7099, -11.3306, 3.0676)
H (-29.4089, -13.4019, 5.3158)
C (-32.7484, -4.5007, -0.5687)
H (-24.0304, -7.1550, 3.5625)
H (-27.6935, -8.8006, 6.3973)
C (-23.9520, -14.6946, -0.9661)
H (-23.0037, -9.3675, 7.0348)
C (-30.1960, -17.0187, 2.0914)
C (-23.5024, -9.0736, -3.9246)
H (-30.3073, -13.0922, -0.6402)
C (-35.1286, -10.3731, 3.3360)
H (-30.2544, -5.8715, 0.1758)
H (-22.3628, -10.7364, 2.0983)
O (-25.8799, -5.1621, 6.4901)
H (-28.3607, -6.8291, 0.4493)
H (-23.6031, -3.6088, 2.5445)
H (-29.1346, -2.1765, -0.6124)
O (-23.3198, -16.5935, 0.1968)
H (-27.3859, -10.2145, 5.4054)
C (-25.8636, -12.8854, 5.1428)
H (-26.8228, -12.1198, -6.7222)
H (-31.0261, -5.3906, 1.7045)
H (-23.6690, -5.8080, -3.8391)
H (-32.3662, -9.0634, -3.8268)
C (-34.5115, -9.2052, 2.6320)
H (-32.2703, -8.8013, 6.4920)
H (-25.5568, -15.6581, 4.1432)
C (-29.2943, -1.7420, 3.0051)
H (-27.6490, -2.0684, -1.6295)
C (-30.8821, -8.2921, -2.3414)
H (-21.6415, -7.6044, 5.8043)
C (-29.7266, -8.7754, -4.4250)
H (-28.6726, -11.9724, 0.9441)
C (-26.0856, -4.1514, 7.5123)
S (-27.4615, -12.0472, -4.4732)
H (-29.4728, -3.9012, 2.2390)
C (-24.5227, -7.8988, -3.8240)
H (-23.9585, -17.9671, -1.1002)
H (-27.7136, -8.0102, 4.2493)
H (-24.2306, -6.4096, -2.2649)
H (-27.0410, -14.0623, -5.4179)
H (-20.8875, -8.9133, 6.7331)
H (-28.4168, -9.1646, 0.8686)
H (-25.3983, -15.8751, -2.2065)
S (-27.4739, -3.8729, -0.1044)
H (-25.3837, -7.2721, 6.6125)
O (-25.8244, -2.1047, 2.0105)
H (-32.9273, -12.8455, 3.3617)
H (-30.6003, -9.4278, 6.5969)
H (-23.7064, -3.5763, 4.4575)
H (-29.1691, -6.4638, 6.0883)
H (-24.9905, -7.5502, -4.6890)
H (-35.2224, -8.5437, 2.1723)
H (-22.6891, -14.8094, 0.7809)
H (-27.2927, -4.5668, 2.9001)
C (-23.6184, -15.2387, 0.4446)
H (-21.3506, -7.3421, 3.3212)
C (-31.4919, -9.4242, -3.1433)
C (-26.2402, -4.4788, 3.1230)
H (-29.2839, -16.4910, 5.3325)
H (-24.6805, -4.4965, 9.0994)
C (-22.8793, -9.3195, 6.0008)
H (-23.6934, -8.7326, 5.5715)
H (-33.8064, -4.5192, -0.9118)
H (-32.7974, -8.7293, 3.8780)
H (-27.3705, -14.1014, 1.0106)
H (-30.0746, -3.5269, 3.8333)
H (-27.2791, -14.1758, -3.5739)
O (-23.9006, -6.5483, 1.5853)
C (-35.0597, -9.9569, 4.8271)
C (-26.6795, -13.3193, 3.8703)
C (-21.5835, -6.2549, 1.3962)
H (-32.0725, -1.6807, 3.5438)
C (-31.6434, -1.5510, 2.5497)
C (-21.9783, -6.5984, 2.8634)
H (-21.6719, -6.9299, -3.7493)
O (-25.7533, -14.0159, 3.0174)
C (-33.8046, -8.3871, 3.7373)
O (-30.4315, -9.8828, -3.9949)
O (-34.6208, -8.6124, 4.9072)
H (-30.5059, -6.6432, 3.8847)
C (-27.9981, -10.6629, 7.4465)
H (-24.5241, -10.9066, 2.3425)
C (-30.9593, -6.8333, 4.8515)
H (-21.9584, -5.7259, 3.4521)
H (-31.1178, -16.5655, 1.7548)
H (-31.2739, -18.4131, 4.7418)
C (-30.8590, -7.2361, 7.2016)
H (-30.2183, -8.3218, -5.2994)
C (-30.4102, -0.7749, 2.5155)
H (-29.4293, -15.1060, 2.8281)
H (-23.9311, -10.0533, -3.5905)
H (-32.1525, -4.2921, -1.4179)
C (-22.7057, -10.1732, 0.0213)
C (-27.7454, -11.7770, -6.2755)
C (-25.7245, -10.4551, 8.1174)
C (-24.3893, -15.8961, -1.8224)
H (-28.9816, -14.5359, -2.3728)
H (-27.9084, -11.7264, 7.1001)
H (-28.7360, -9.0499, -4.7310)
H (-27.3302, -11.4628, 9.2691)
H (-29.7356, -6.8253, -3.5699)
H (-22.9828, -9.0937, -4.8957)
H (-23.3971, -2.2278, 3.3484)
C (-27.4425, -8.7027, 1.0850)
H (-24.8915, -14.4485, 6.1866)
H (-29.3049, -12.3239, -1.9109)
H (-26.0226, -8.7464, 2.7356)
H (-30.1808, -0.3463, 1.5036)
C (-22.8060, -11.1971, 1.1892)
H (-25.2424, -17.0508, -0.2131)
H (-20.5544, -11.0826, 5.5816)
H (-23.1347, -5.4075, 0.0395)
H (-26.5010, -12.8321, 6.0156)
H (-27.0806, -10.1230, 2.7427)
C (-22.3337, -7.3387, -2.9498)
C (-22.7077, -10.6799, 5.3460)
O (-31.1858, -13.4831, 4.3336)
C (-27.0708, -9.0449, 2.5089)
C (-30.1760, -12.6934, 5.0284)
H (-28.2662, -16.4980, 2.9516)
C (-23.3467, -7.2549, 2.6667)
H (-21.0474, -5.2282, 1.4333)
C (-23.9230, -3.1280, 3.4761)
H (-21.8691, -7.0447, -2.0108)
H (-20.9434, -11.1342, 3.8460)
H (-29.0540, -10.4033, 7.6142)
H (-31.8145, -10.2953, -2.5823)
H (-26.7367, -9.0576, 0.3146)
H (-25.1287, -3.2494, -0.1080)
C (-27.2406, -13.4680, 0.1059)
H (-30.8621, -7.0791, 1.4113)
H (-31.5841, -13.1191, 2.2683)
O (-25.9128, -9.8292, 6.8340)
H (-28.7776, -7.9146, -2.6858)
H (-25.0396, -9.9418, 8.8139)
C (-25.1836, -6.3061, 7.0568)
H (-20.9284, -6.9843, 0.9720)
C (-30.3880, -18.0466, 4.2048)
O (-31.1944, -2.8470, 2.1211)
S (-32.6515, -6.1573, 0.1533)
H (-25.3768, -11.4903, 7.9929)
H (-30.6167, -12.3680, 5.9755)
H (-29.3565, -15.1407, -0.7601)
C (-28.2962, -12.3628, -0.0496)
H (-22.2891, -12.0959, 0.9594)
H (-24.7650, -13.9968, -0.9668)
C (-24.9631, -14.7861, 3.9218)
H (-27.1090, -3.7983, 7.4938)
C (-31.2784, -11.2656, 3.5024)
H (-27.3994, -9.6561, 9.3159)
H (-30.4248, -5.1975, 6.3878)
H (-30.4921, -8.6185, -1.3660)
H (-29.2561, -11.9602, 3.2623)
C (-23.7665, -6.6894, -3.1945)
H (-34.2880, -10.6108, 5.3303)
H (-33.8413, -7.3237, 3.5294)
H (-29.5399, -18.7106, 4.5366)
H (-22.4195, -10.7123, -0.8942)
H (-29.3151, -10.7108, 4.5082)

The value obtained for the HOMO energy is -0.3125 Ha. Its spin multiplicity is 1. The frontier orbital gap comes out at 8.834 eV.